1.
12
Properties=species:S:1:pos:R:3:forces:R:3 method="wB97M-V/def2-TZVPD" lumo_energy_ha="-0.0356 / -0.0356" fmax_ev_per_a=0.4 relative_energy_kj_mol=460.48 gap_ev="7.8964 / 7.8942"
C 1.21952 0.32619 -0.79286 0.182 -0.017 -0.097
C -1.01212 -0.31973 -0.05673 -0.060 0.006 0.070
C -0.21630 -1.25749 0.72585 0.042 -0.103 -0.086
O -0.20891 -2.46388 0.55679 0.014 0.347 0.066
C -0.96704 1.03220 0.33555 0.219 0.051 0.022
O 0.12654 1.63269 0.37831 -0.273 -0.219 -0.049
H 0.88282 0.86468 -1.67036 -0.005 -0.068 0.155
H 2.03239 0.78324 -0.24219 -0.143 -0.060 -0.044
H 1.30899 -0.74803 -0.91645 -0.072 0.148 0.039
H -1.89662 -0.73706 -0.53359 0.105 0.048 0.045
H 0.41922 -0.78875 1.51073 -0.097 -0.073 -0.085
H -1.86164 1.58270 0.65854 0.088 -0.060 -0.035

=====

2.
61
Properties=species:S:1:pos:R:3:forces:R:3 method="wB97M-V/def2-TZVPD" charge=+1 lumo_energy_ha="-0.1629 / -0.1953" fmax_ev_per_a=1.1 multiplicity=2 relative_energy_kj_mol=117.67 s2=0.78 gap_ev="6.9410 / 6.3691"
Ir -1.08788 -0.53915 1.81056 -0.041 -0.217 -0.107
C -5.07895 -1.81485 0.90187 0.010 -0.108 0.024
C -3.71837 -1.22427 0.95591 0.269 0.244 -0.191
N -2.77220 -1.63306 1.74342 -0.122 0.365 0.342
O -3.09904 -2.64799 2.60311 0.117 -0.105 -0.194
C -3.29048 -0.12082 0.07566 -0.036 -0.387 0.585
C -4.12596 0.47656 -0.99168 0.023 0.073 -0.155
N -2.08261 0.23513 0.36763 0.050 0.439 -0.326
O -1.40480 1.16264 -0.30548 0.276 -0.428 -0.006
H -5.37507 -2.20601 1.87200 0.019 0.002 -0.002
H -5.09340 -2.64018 0.18517 -0.017 -0.014 0.018
H -5.79879 -1.06966 0.57198 -0.001 0.012 0.001
H -2.29008 -2.82748 3.10546 -0.037 0.040 0.055
H -4.60458 -0.29967 -1.58865 -0.009 -0.018 0.014
H -3.51215 1.09423 -1.64322 0.007 0.006 0.029
H -4.90859 1.10427 -0.56150 -0.003 0.003 0.001
C -1.29894 -1.84326 -2.26404 0.079 0.136 0.027
Si 0.42108 -1.63370 -1.54823 -0.103 -0.285 0.008
C 0.87426 -3.12117 -0.49425 -0.009 0.074 -0.014
C 1.67258 -1.45213 -2.93270 -0.016 0.057 0.043
Ge 0.46718 0.29396 -0.03449 -0.176 0.430 -1.012
Si 0.92854 2.21252 -1.65052 0.081 -0.025 0.357
C 0.35342 3.64771 -0.60697 0.025 -0.017 -0.100
C 2.70643 2.41262 -2.17120 -0.054 -0.076 -0.060
C -0.14965 1.89438 -3.13440 0.026 -0.008 -0.018
Si 2.61144 0.48968 1.39199 -0.718 0.058 0.357
C 2.64796 -0.69908 2.80255 0.415 0.034 -0.054
C 2.91687 2.25635 1.84702 0.104 -0.078 -0.058
C 3.62751 -0.20615 -0.00315 0.065 0.012 0.138
H -1.34804 -2.77919 -2.82454 0.060 -0.010 -0.035
H -1.55201 -1.02949 -2.94715 -0.026 -0.003 0.037
H -2.05524 -1.89251 -1.48242 -0.051 -0.016 0.045
H 0.71401 -4.04793 -1.05000 -0.010 0.007 -0.055
H 0.26384 -3.15742 0.40995 -0.006 -0.017 -0.004
H 1.92342 -3.11019 -0.19154 -0.011 0.036 0.031
H 1.59788 -2.32973 -3.58044 -0.014 -0.038 0.020
H 2.69726 -1.41153 -2.56158 0.000 0.008 0.015
H 1.50211 -0.57760 -3.56032 0.003 -0.010 0.031
H 0.96026 3.74861 0.29257 -0.048 0.059 -0.021
H -0.68639 3.54409 -0.30525 -0.032 -0.023 -0.013
H 0.45198 4.56935 -1.18773 0.015 0.013 0.003
H 3.38566 2.57552 -1.33688 0.040 -0.019 0.048
H 2.77230 3.29566 -2.81354 -0.063 0.017 -0.011
H 3.05224 1.56220 -2.76100 0.052 0.003 0.022
H -1.17795 1.64799 -2.87735 0.004 0.016 0.074
H 0.25410 1.10755 -3.77115 -0.024 0.035 -0.012
H -0.16078 2.81865 -3.72065 -0.016 -0.006 -0.026
H 1.98570 -0.44412 3.61630 0.246 -0.003 -0.020
H 3.67741 -0.63340 3.17924 0.003 -0.111 0.024
H 2.46841 -1.72902 2.49559 -0.005 0.000 -0.043
H 2.32826 2.52497 2.72446 0.016 -0.025 -0.017
H 2.69962 2.95700 1.04412 0.052 -0.024 -0.021
H 3.97949 2.35213 2.09099 -0.008 0.043 0.073
H 3.40755 -1.25297 -0.20913 -0.027 -0.024 0.055
H 4.64411 -0.16524 0.41021 0.036 -0.065 -0.104
H 3.61879 0.35332 -0.92914 0.003 0.089 -0.089
F -0.10585 -1.16785 3.52232 0.052 -0.316 0.109
B -0.18053 0.12019 4.39993 -0.337 -0.009 0.204
F -1.54331 0.32265 4.47798 -0.001 0.053 -0.033
F 0.45962 -0.15455 5.54696 0.053 0.031 -0.002
F 0.43038 1.08144 3.59534 -0.179 0.089 0.013

=====

3.
96
Properties=species:S:1:pos:R:3:forces:R:3 method="wB97M-V/def2-TZVPD" charge=+1 lumo_energy_ha="-0.1154 / -0.1154" fmax_ev_per_a=13.2 relative_energy_kj_mol=381.13 gap_ev="5.2713 / 5.2707"
C 0.34557 -1.77509 -1.98303 0.185 -1.087 -0.382
C 0.48994 0.44397 -2.74449 -1.009 3.162 1.027
C 0.54861 -2.27039 -3.25929 -0.175 -1.600 0.902
C 0.76716 -0.00155 -4.02079 0.512 -1.035 -1.823
C 0.78588 -1.37037 -4.27724 0.175 1.395 -0.664
H 0.54726 -3.35685 -3.40775 0.041 0.499 -0.134
H 0.93647 0.72220 -4.81882 -0.042 -0.257 0.183
H 0.98602 -1.71999 -5.28925 -0.066 0.049 0.213
N 0.34002 -0.47298 -1.77597 -0.596 -1.118 -0.643
P 1.11462 -2.11578 0.71733 0.036 -0.557 0.078
P -0.55652 2.44802 -0.98717 -1.217 -0.077 -0.233
C 0.17393 -2.72882 -0.76207 -0.005 -0.029 -0.436
H -0.89617 -2.80643 -0.50178 0.506 0.089 -0.078
H 0.51873 -3.73810 -1.01853 -0.192 0.195 -0.177
C -0.30461 0.95914 2.29649 -4.131 3.884 11.883
O -0.62335 1.32312 3.38001 1.658 -1.977 -6.023
C 0.26251 1.87798 -2.42787 0.745 -1.540 -0.647
H 0.33518 2.55510 -3.28335 0.173 -0.223 0.147
C -2.41461 2.43838 -1.33337 0.180 0.968 0.465
C 0.11568 4.06688 -0.44000 -0.621 0.389 -0.243
C 0.52413 -2.97062 2.24588 0.602 -0.665 -0.102
C 2.89619 -2.30602 0.24250 0.201 -0.789 0.274
C -3.21173 2.36946 0.00330 -0.045 0.153 -0.604
H -3.17346 3.31783 0.54891 -0.014 -0.179 -0.130
H -4.26702 2.16151 -0.23082 0.159 0.068 0.109
H -2.85246 1.58399 0.66833 0.020 0.043 -0.067
C -2.80956 3.69620 -2.10111 -1.146 -0.125 -0.248
H -2.73305 4.61600 -1.51591 0.047 -0.170 -0.053
H -2.23634 3.80233 -3.02444 0.011 -0.015 0.059
H -3.87292 3.59242 -2.39010 0.275 0.184 -0.012
C -2.70987 1.22624 -2.22635 0.181 0.128 -0.162
H -3.79008 1.05320 -2.25379 -0.032 0.078 -0.019
H -2.35683 1.41617 -3.24731 -0.110 -0.058 0.207
H -2.22520 0.31157 -1.88827 0.012 0.097 -0.041
C -0.78909 4.63850 0.67427 0.278 0.268 -0.228
H -0.89574 3.94043 1.51715 0.021 0.084 -0.227
H -0.31996 5.55557 1.05840 -0.131 -0.141 -0.038
H -1.78305 4.90411 0.30825 0.138 -0.026 0.091
C 1.52490 3.91895 0.12434 0.124 -0.101 0.138
H 1.54294 3.40977 1.10054 -0.151 0.152 -0.318
H 2.18454 3.37014 -0.55245 -0.244 0.185 0.048
H 1.96033 4.91458 0.27388 -0.125 -0.039 -0.035
C 0.18920 4.97021 -1.65538 0.134 1.230 0.062
H -0.77757 5.14412 -2.13471 0.234 -0.066 0.125
H 0.56953 5.95186 -1.32763 -0.039 -0.101 -0.241
H 0.88366 4.58071 -2.40200 -0.029 -0.039 0.074
C 3.77080 -1.95888 1.46436 0.137 -0.040 -0.021
H 4.82563 -1.98029 1.15653 -0.193 -0.023 0.063
H 3.56755 -0.95194 1.86009 -0.013 -0.337 -0.196
H 3.65072 -2.68750 2.27568 0.063 0.123 -0.217
C 3.29529 -1.40636 -0.94507 -0.282 0.233 -0.075
H 2.81432 -1.72020 -1.87811 0.148 -0.002 0.200
H 3.06858 -0.34550 -0.79505 0.011 -0.477 0.028
H 4.38309 -1.48850 -1.08099 -0.211 -0.026 0.065
C 3.14386 -3.74404 -0.19691 0.985 -0.408 -0.027
H 4.21465 -3.83600 -0.44736 -0.277 -0.122 -0.021
H 2.93335 -4.48454 0.58005 0.046 0.194 -0.214
H 2.58200 -4.00523 -1.09598 0.049 0.056 0.058
C -1.01182 -2.93128 2.30730 0.110 0.069 0.087
H -1.48255 -3.44283 1.46333 0.044 0.043 0.095
H -1.32729 -3.43897 3.22801 0.070 0.041 -0.151
H -1.38676 -1.90199 2.35275 0.083 -0.224 -0.025
C 1.06039 -2.21060 3.48196 -0.189 -0.061 -0.056
H 0.73291 -1.15531 3.48118 0.096 -0.457 -0.007
H 0.64647 -2.68489 4.38272 0.113 0.107 -0.135
H 2.15151 -2.23375 3.55868 -0.250 -0.002 -0.013
C 1.00731 -4.41624 2.24462 -0.398 -0.623 1.066
H 0.70567 -4.96114 1.34461 0.058 0.120 0.065
H 2.09104 -4.50297 2.37387 -0.225 0.087 -0.056
H 0.54505 -4.93209 3.10857 0.218 0.011 -0.309
Sr 0.34274 0.34337 0.30824 4.480 1.236 -3.006
N -1.82050 -0.57239 0.28127 -7.009 -3.437 -0.233
C -2.90126 -1.10590 0.16341 10.316 5.139 1.284
C -4.07062 -1.66620 -0.00427 -5.551 -2.694 -0.744
C -4.83929 -2.07440 1.10800 -0.327 -0.154 0.160
C -4.57495 -1.86765 -1.30592 -0.221 -0.116 -0.409
C -6.08801 -2.67118 0.91426 0.317 0.148 -0.027
H -4.44895 -1.91555 2.12177 -0.192 -0.076 -0.493
C -5.82421 -2.46694 -1.49061 0.307 0.147 0.129
H -3.97713 -1.54631 -2.17123 -0.315 -0.176 0.474
C -6.57819 -2.86728 -0.38286 0.156 0.081 0.049
H -6.67910 -2.98294 1.77901 0.231 0.123 -0.326
H -6.20610 -2.61760 -2.50316 0.146 0.056 0.380
H -7.55596 -3.33458 -0.53029 0.373 0.178 0.062
C 2.65437 1.44807 3.33965 -1.085 -0.751 1.761
C 3.30051 1.59586 2.07968 2.382 0.756 -3.141
N 2.82581 1.34661 0.87037 0.618 0.088 -0.356
C 3.83657 1.72153 -0.07746 -1.113 -0.477 1.676
C 4.91186 2.16699 0.57643 -1.297 -0.385 2.755
N 4.56982 2.08892 1.98118 0.559 0.146 -2.103
H 3.32488 1.71279 4.15936 -0.130 -0.045 -0.038
H 1.77690 2.09786 3.38723 0.105 -0.126 0.195
H 2.35263 0.39066 3.47122 -0.047 0.536 0.135
H 3.71356 1.66106 -1.13880 -0.295 -0.126 -0.209
H 5.83410 2.52008 0.23715 1.143 0.454 -0.262
H 5.19493 2.36848 2.72300 -0.268 -0.089 0.006